# 1
The following is a quantum chemistry calculation of the molecule C3H6N2O in a non-equilibrium geometry, from the Open Molecules 2025 dataset.

Last column: natural (NBO) charge in e.
CARTESIAN COORDINATES (ANGSTROEM)
C (-0.48291, 0.34081, 0.02502)  0.27
H (2.08521, -0.00785, 1.51457)  0.21
O (-2.74179, 0.12771, -0.63055)  -0.49
N (0.55875, 0.93821, 0.44706)  -0.33
N (-0.33106, -1.01315, -0.29596)  -0.90
H (1.73745, -1.10018, 0.19759)  0.22
H (2.47404, 0.42514, -0.21151)  0.21
C (1.76425, -0.02252, 0.47831)  -0.47
H (-2.15236, 1.93314, 0.01937)  0.14
C (-1.89681, 0.88178, -0.20063)  0.37
H (-0.77726, -1.63817, 0.34596)  0.39
H (-0.43424, -1.22230, -1.26827)  0.39

## Properties
* ΔE to the lowest compared entry with this formula, charge and spin: 261.3 kJ/mol
* E: -302.5936 hartree
* SMILES: C/N=C(\N)C=O
* HOMO-LUMO gap: 0.3534 hartree

---

# 2
The following is a quantum chemistry calculation of a cluster of 2 separate species, CNO3P in total in a non-equilibrium geometry, from the Open Molecules 2025 dataset.

Last column: Mulliken spin population.
CARTESIAN COORDINATES (ANGSTROEM)
N (1.55533, -1.72724, -0.49630)  0.10
P (-0.18990, 0.49041, -0.02558)  0.71
O (-0.71107, 1.36808, -1.19270)  0.00
C (0.79068, -0.86136, -0.44864)  0.07
O (0.77000, 1.24386, 0.85807)  0.02
O (-2.21504, -0.51375, 1.30516)  1.11

## Properties
* charge: -2
* ⟨S²⟩: 2.014
* 2S+1: 3
* E: -659.8022 hartree
* HOMO-LUMO gap (spin up / spin down): 0.1964 / 0.2560 hartree

---

# 3
The following is a quantum chemistry calculation of a structure of composition C23H49GdN4P3Se in a non-equilibrium geometry, from the Open Molecules 2025 dataset.

Last column: Mulliken spin population.
CARTESIAN COORDINATES (ANGSTROEM)
H (1.83600, 1.93193, 3.62030)  0.00
C (4.07122, -0.02468, 1.28671)  0.01
C (3.28277, -0.67799, -1.37309)  -0.02
H (-0.86726, -2.62872, 0.99180)  0.00
H (1.07565, 2.49443, -4.63318)  0.00
P (2.86338, 0.46118, 0.00813)  -0.04
C (-0.93941, 3.11463, 3.03440)  0.00
N (-1.43267, -3.26104, 2.92776)  0.17
H (0.26882, -4.32210, 2.30911)  0.02
H (-2.00646, -3.42377, 4.97726)  0.00
C (0.69543, 0.85009, -5.98023)  -0.03
H (0.27632, -4.69915, -6.41066)  0.00
H (0.58878, 5.06680, 1.66531)  0.00
H (1.37723, -2.22254, 1.73527)  -0.01
H (-3.97323, 3.00321, -0.66343)  0.00
H (3.99760, 0.66310, 2.13501)  0.00
H (-0.85106, -0.95071, -2.89388)  -0.02
H (-1.83373, -0.11718, 3.47072)  0.00
H (-1.58520, -4.43978, -6.33827)  0.00
H (5.08374, 0.01494, 0.86784)  0.00
C (-1.27359, -2.19458, 1.91939)  0.00
H (-1.23479, -2.20892, -7.45373)  0.00
H (4.71081, 1.83044, -0.72448)  0.00
H (-1.05312, 2.31287, 3.77419)  0.00
P (0.36633, 2.65989, 1.83378)  -0.03
H (4.37352, -0.73963, -1.49084)  0.00
H (3.85355, -1.03910, 1.63784)  0.00
H (-4.11226, -0.01482, 1.48881)  0.00
C (1.82700, 2.78444, 2.92884)  0.00
H (1.05075, 1.34575, -6.87148)  0.00
C (-2.88596, 2.88021, -0.55328)  0.01
H (-0.33272, 4.39557, 0.27325)  0.00
C (-0.37640, -0.48063, -3.75186)  0.02
H (-2.91197, -2.19317, 4.02254)  0.00
H (-1.89580, 3.26219, 2.52119)  0.00
N (0.87278, -2.84079, 3.68546)  0.18
H (1.02608, -1.46473, 5.29199)  0.00
C (-0.84731, -0.56498, 3.66204)  0.03
P (-2.56111, 1.18697, 0.05571)  -0.03
C (-0.59587, -4.08202, -6.62935)  0.00
H (2.75010, 2.76795, 2.33841)  0.00
H (-2.25289, -1.74005, 1.74181)  0.00
H (-2.37974, 3.02386, -1.51822)  0.00
Gd (0.02949, 0.20346, 0.33696)  5.70
H (-4.33585, 0.26165, -1.33038)  0.00
C (0.69059, 1.48067, -4.74718)  0.10
H (1.68964, -1.01560, 3.04687)  0.00
H (-2.81690, 0.51747, -2.27483)  0.00
C (3.63315, 2.00162, -0.60231)  0.00
C (-0.10617, -3.85794, 3.22398)  -0.01
H (-2.49834, 3.61758, 0.16096)  0.00
C (-0.25817, -1.14124, -4.98264)  -0.01
H (-0.64217, 4.04188, 3.54162)  0.00
H (-0.22136, -4.61971, 4.01224)  0.00
C (0.17240, 0.81659, -3.61262)  0.12
C (0.52808, 4.25003, 0.93654)  0.01
C (-3.23992, 0.17442, -1.32244)  -0.01
C (-1.92246, -2.64562, 4.20253)  -0.01
N (-0.99251, -1.59667, 4.68985)  0.58
H (2.87437, -1.67610, -1.16102)  0.00
H (1.76376, 3.71865, 3.49978)  0.00
H (0.26567, -0.89154, -7.09705)  0.01
H (2.81455, -0.30986, -2.29587)  0.01
C (0.23100, -0.46058, -6.10127)  0.14
C (-3.85531, 1.04026, 1.33198)  0.00
Se (0.27965, 1.77958, -2.01216)  0.53
H (0.57012, -2.70832, -7.72569)  0.00
C (0.32380, -2.22933, 4.93443)  0.00
H (0.29563, -1.14558, -0.91687)  -0.33
H (-2.95406, -0.88133, -1.18460)  0.00
H (-4.74476, 1.59748, 1.00771)  0.00
H (3.47144, 2.82092, 0.10959)  0.00
C (-0.41907, -2.93813, -7.30195)  0.01
H (0.20846, -3.01315, 5.69968)  0.00
H (-3.48451, 1.46001, 2.27782)  0.00
H (1.43308, 4.22019, 0.31927)  0.00
H (3.18201, 2.27585, -1.56425)  0.00
C (0.99625, -1.78311, 2.67176)  0.02
N (-0.32185, -1.09426, 2.36991)  -0.11
H (-0.13911, 0.19477, 4.03048)  0.00
H (-0.54598, -2.18442, -5.08967)  0.00

## Properties
* ΔE to the lowest compared entry with this formula, charge and spin: 227.9 kJ/mol
* charge: +3
* ⟨S²⟩: 16.047
* 2S+1: 8
* E: -5314.7417 hartree
* HOMO-LUMO gap (spin up / spin down): 0.2392 / 0.0842 hartree

---

# 4
The following is a quantum chemistry calculation of the ion ClHNO2S with charge -1 in a non-equilibrium geometry, from the Open Molecules 2025 dataset.

Last column: natural (NBO) charge in e.
CARTESIAN COORDINATES (ANGSTROEM)
N (-0.97258, -0.16216, 0.40145)  -0.88
H (-1.33795, 0.60939, -0.16272)  0.34
S (0.92060, 0.11343, -0.33988)  1.58
O (1.89098, -0.48111, 0.55777)  -1.00
O (0.94414, 1.58901, -0.25100)  -1.03
Cl (-1.44519, -1.66856, -0.20562)  0.00

## Properties
* ΔE to the lowest compared entry with this formula, charge and spin: 123.8 kJ/mol
* charge: -1
* E: -1064.2290 hartree
* HOMO-LUMO gap: 0.2782 hartree